# C53H43N9O5S2W

C53H43N9O5S2W as an isolated structure (ωB97M-V/def2-TZVPD, the OMol25 dataset).

net charge: -2
energy above the lowest of the compared OMol25 structures with the same formula, charge and spin: 30.6 kcal per mole
multiplicity: 3
Kohn-Sham gap (spin up / spin down): 4.04 / 4.40 eV
total energy: -3777.84095 Eh

Atoms and positions in Å:
W1 -0.27567 0.68423 0.54221
C1 2.46887 4.01258 4.33653
C2 0.98639 3.97243 4.28559
N1 0.17780 4.56832 5.09299
N2 -1.06308 4.22913 4.59602
C3 -1.04823 3.43771 3.50047
S1 -2.29703 2.87125 2.58026
N3 0.30212 3.25611 3.32789
N4 0.85852 2.52065 2.27607
H1 2.78546 4.69481 5.12189
H2 2.86358 4.35073 3.37589
H3 2.87560 3.01881 4.53651
H4 -1.89731 4.56489 5.03556
H5 1.62832 1.97498 2.62994
H6 1.15993 3.17667 1.57593
C4 3.63646 -1.92677 4.84389
C5 3.40140 -2.55770 3.47566
N5 3.81643 -1.69737 2.36828
C6 5.04868 -2.09099 1.67925
C7 4.79747 -3.14942 0.61084
C8 2.95896 -0.81103 1.78737
S2 1.42611 -0.56901 2.51202
N6 3.43362 -0.26809 0.63978
C9 2.74263 0.54129 -0.12775
O1 1.56808 0.91397 0.05905
C10 3.38456 1.07876 -1.35675
C11 2.64633 1.91196 -2.18981
C12 3.20381 2.41378 -3.35768
C13 4.50687 2.08150 -3.70329
C14 5.24478 1.24236 -2.87698
C15 4.68678 0.74246 -1.70852
H7 3.40431 -2.64357 5.63765
H8 2.98874 -1.05723 4.96099
H9 4.67898 -1.61052 4.95125
H10 2.34729 -2.80624 3.36008
H11 3.97410 -3.48299 3.39580
H12 5.74127 -2.46443 2.43627
H13 5.48572 -1.20824 1.22523
H14 4.30461 -4.02709 1.03779
H15 5.73774 -3.46651 0.14996
H16 4.14764 -2.73741 -0.16454
H17 1.62742 2.14833 -1.91265
H18 2.61454 3.05837 -4.00043
H19 4.94298 2.46546 -4.61858
H20 6.25791 0.97075 -3.14777
H21 5.24455 0.07978 -1.05935
N7 -8.65191 1.87227 -5.03588
C16 -7.70434 1.76736 -4.39046
C17 -6.52036 1.63488 -3.57777
C18 -6.31254 0.48076 -2.81832
C19 -5.18913 0.35999 -2.02407
C20 -4.23410 1.39083 -1.96397
C21 -4.45391 2.54220 -2.73890
C22 -5.57779 2.66191 -3.53312
C23 -3.07356 1.25342 -1.15602
C24 -2.07579 1.08116 -0.47788
H22 -7.03939 -0.32047 -2.86458
H23 -5.02186 -0.53410 -1.43550
H24 -3.71893 3.33688 -2.70376
H25 -5.73507 3.55111 -4.13169
N8 0.65188 -4.86445 -4.56198
C25 0.49505 -4.01581 -3.79625
C26 0.31355 -2.95728 -2.83274
C27 -0.19777 -1.72010 -3.22483
C28 -0.36714 -0.71290 -2.28731
C29 -0.05204 -0.88734 -0.93324
C30 0.48169 -2.13333 -0.57514
C31 0.65930 -3.15415 -1.49422
H26 -0.46582 -1.55504 -4.26318
H27 -0.77536 0.23342 -2.61990
H28 0.73474 -2.32630 0.46011
H29 1.04976 -4.11466 -1.17640
O2 1.18510 4.53706 0.30115
C32 0.39135 3.98440 -0.48748
O3 -0.11396 2.84727 -0.43523
C33 -0.06253 4.81638 -1.67369
C34 -0.19252 6.18993 -1.54626
C35 -0.61196 6.96129 -2.62315
C36 -0.86096 6.36801 -3.84809
C37 -0.71044 4.99887 -3.96380
C38 -0.34319 4.21046 -2.88839
N9 -0.94030 4.36535 -5.27786
O4 -1.22877 5.07587 -6.20949
O5 -0.81835 3.17662 -5.35916
H30 0.04161 6.64215 -0.59171
H31 -0.73789 8.02994 -2.50982
H32 -1.16623 6.93775 -4.71336
H33 -0.28588 3.13408 -2.99332
C39 -1.38390 -0.66189 1.59666
C40 -1.68149 -1.86907 1.72048
C41 -1.94409 -3.21499 1.80501
C42 -2.97125 -3.77545 0.91106
C43 -3.60851 -5.00645 1.15477
C44 -4.57975 -5.50860 0.29549
C45 -4.96775 -4.79881 -0.83522
C46 -4.36866 -3.56529 -1.08053
C47 -3.39699 -3.06201 -0.22909
C48 -1.06119 -4.02652 2.65169
C49 -0.41201 -3.45790 3.76848
C50 0.48106 -4.18230 4.54253
C51 0.78324 -5.50886 4.24087
C52 0.17227 -6.08594 3.13073
C53 -0.72699 -5.36610 2.35441
H34 -3.34437 -5.56856 2.04222
H35 -5.04391 -6.46529 0.51553
H36 -5.71783 -5.19678 -1.50972
H37 -4.65344 -2.99369 -1.95969
H38 -2.93382 -2.10326 -0.43532
H39 -0.61558 -2.41793 3.99985
H40 0.94892 -3.70632 5.40073
H41 1.48513 -6.07220 4.84656
H42 0.41005 -7.10871 2.85273
H43 -1.15937 -5.83023 1.47563

# C19H26N4O3

One molecule with the formula C19H26N4O3 (ωB97M-V/def2-TZVPD, the OMol25 dataset).

net charge: 0
energy above the lowest of the compared OMol25 structures with the same formula, charge and spin: 49.9 kcal per mole
SMILES: CO[C@]1(C(=O)NC[C@H](C)C(C)C)CCN(C(=O)c2cncc(C#N)c2)C1
Kohn-Sham gap: 9.56 eV
total energy: -1184.37188 Eh

Atoms and positions in Å:
C1 -3.42261 -0.27539 -0.78687
O1 -2.01952 -0.07672 -0.76379
C2 -1.53443 0.98926 0.04912
C3 -0.01533 1.08914 -0.16885
O2 0.61501 1.97507 0.38809
N1 0.52928 0.16343 -0.96952
C4 1.95781 0.14383 -1.23325
C5 2.40548 -1.12222 -1.96546
C6 3.87610 -1.37769 -1.63125
C7 2.18160 -1.04352 -3.48606
C8 0.74850 -0.67627 -3.86407
C9 2.56895 -2.34558 -4.18513
C10 -1.84593 0.79240 1.54564
C11 -3.05464 1.69080 1.86393
N2 -3.33169 2.41081 0.62072
C12 -4.61195 2.71512 0.29668
O3 -5.55634 2.48276 1.03462
C13 -4.84370 3.43945 -0.99815
C14 -4.02199 4.45434 -1.47251
N3 -4.26448 5.14416 -2.58269
C15 -5.34736 4.83378 -3.27838
C16 -6.24304 3.84063 -2.88197
C17 -7.40395 3.56042 -3.67724
N4 -8.32872 3.33520 -4.32063
C18 -5.99434 3.14180 -1.70848
C19 -2.18965 2.33589 -0.28253
H1 -3.58883 -1.21193 -1.31449
H2 -3.84464 -0.35590 0.21894
H3 -3.94148 0.52338 -1.32545
H4 -0.08778 -0.50133 -1.40381
H5 2.24559 1.03303 -1.80669
H6 2.47041 0.22109 -0.27285
H7 1.81318 -1.96184 -1.57414
H8 4.50899 -0.59207 -2.05311
H9 4.03046 -1.38616 -0.55180
H10 4.22315 -2.33224 -2.02084
H11 2.83749 -0.24485 -3.85752
H12 0.03656 -1.40950 -3.46974
H13 0.45994 0.31058 -3.50193
H14 0.63788 -0.67596 -4.94943
H15 2.00346 -3.18612 -3.77187
H16 2.33956 -2.28561 -5.25015
H17 3.62865 -2.57365 -4.09034
H18 -2.05318 -0.26082 1.73394
H19 -0.97870 1.07845 2.13485
H20 -3.94981 1.14136 2.15030
H21 -2.83666 2.40216 2.66278
H22 -3.12535 4.73329 -0.92801
H23 -5.52421 5.39391 -4.18994
H24 -6.68048 2.39064 -1.34064
H25 -1.46886 3.13247 -0.09308
H26 -2.50446 2.37055 -1.32432

# C4H7N2O

An isolated ion of composition C4H7N2O and charge +1 (ωB97M-V/def2-TZVPD, the OMol25 dataset).

net charge: +1
energy above the lowest of the compared OMol25 structures with the same formula, charge and spin: 52.5 kcal per mole
SMILES: O=C[C@H]1CNC=[NH+]1
Kohn-Sham gap: 10.17 eV
total energy: -341.05260 Eh

Atoms and positions in Å:
C1 -0.42278 -0.68881 1.22481
C2 -0.62157 1.77483 -1.08365
C3 1.19091 0.19363 -0.35489
C4 -0.13990 0.26893 -1.03667
N1 0.84980 -0.25984 1.06305
N2 -1.14785 -0.63958 0.12968
O1 -0.83090 2.45104 -0.13817
H1 -0.70151 -0.99000 2.23420
H2 -0.23989 2.29983 -2.02198
H3 1.87541 -0.46877 -0.94356
H4 1.70189 1.20301 -0.25904
H5 -0.29552 -0.40777 -1.94675
H6 1.63286 -0.20858 1.82020
H7 -2.19279 -0.89513 0.04407

# C4H9NO

A 2-piece molecular cluster, C4H9NO overall (ωB97M-V/def2-TZVPD, the OMol25 dataset).

net charge: 0
energy above the lowest of the compared OMol25 structures with the same formula, charge and spin: 110.7 kcal per mole
Kohn-Sham gap: 8.71 eV
total energy: -287.65608 Eh

Atoms and positions in Å:
C1 0.55686 -0.92935 1.01039
C2 1.89354 -0.40597 0.49847
C3 -0.59042 0.29903 -1.41338
N1 -1.43671 1.45214 0.51383
C4 -1.40908 1.22246 -0.74340
O1 -0.92566 -0.79006 -2.00857
H1 -1.79626 -1.17643 -1.76200
H2 -1.86791 2.33377 0.78719
H3 -0.18370 -0.08535 1.04923
H4 -1.77870 1.93070 -1.51334
H5 0.23416 -1.79465 0.43391
H6 0.63890 -1.24581 2.05151
H7 2.22138 0.44209 1.09682
H8 1.78658 -0.06898 -0.53246
H9 2.65701 -1.18359 0.53180